{"formula": "C16H26B2N6O2Pt", "method": "the ωB97M-V functional and the def2-TZVPD basis", "symbols": ["H", "N", "B", "N", "C", "Pt", "H", "C", "H", "C", "H", "C", "H", "H", "H", "N", "N", "N", "N", "C", "C", "H", "H", "C", "C", "C", "C", "H", "H", "H", "H", "H", "C", "C", "C", "O", "B", "O", "C", "C", "C", "H", "H", "H", "H", "H", "H", "H", "H", "H", "H", "H", "H"], "coordinates": [[2.267, -2.194, 1.844], [0.725, -2.347, 0.433], [-1.080, -3.041, -1.189], [0.157, -3.364, -0.312], [0.802, -4.500, 0.007], [-0.105, -0.996, 1.481], [0.477, -5.443, -0.410], [1.827, -4.217, 0.946], [2.522, -4.886, 1.431], [1.767, -2.860, 1.162], [-1.588, -4.047, -1.570], [-0.486, 3.348, -0.976], [-0.523, 4.411, -1.287], [-1.096, 3.327, -0.071], [-0.950, 2.820, -1.854], [-0.694, -2.152, -2.428], [-2.109, -2.218, -0.364], [-0.220, -0.869, -2.197], [-1.786, -1.156, 0.454], [-0.772, -2.364, -3.760], [-3.419, -2.489, -0.195], [-1.157, -3.276, -4.148], [-3.847, -3.386, -0.618], [-0.288, -1.220, -4.409], [-3.979, -1.517, 0.645], [0.044, -0.318, -3.355], [-2.954, -0.632, 0.944], [-0.168, -1.022, -5.448], [-4.983, -1.499, 1.037], [0.452, 0.688, -3.388], [-2.946, 0.258, 1.547], [0.563, 3.201, -0.901], [1.611, 0.643, 4.967], [0.412, 1.356, 4.327], [-0.814, 1.411, 5.222], [-0.218, 0.541, 3.356], [0.538, 0.687, 2.202], [1.216, 1.896, 2.178], [0.876, 2.545, 3.418], [-0.232, 3.568, 3.217], [1.985, 3.339, 4.080], [1.376, -0.418, 5.119], [1.819, 1.131, 5.927], [2.512, 0.696, 4.333], [-1.063, 0.356, 5.422], [-0.646, 1.953, 6.146], [-1.655, 1.804, 4.631], [-0.488, 3.935, 4.223], [0.147, 4.418, 2.630], [-1.128, 3.167, 2.722], [2.914, 2.794, 4.269], [2.207, 4.268, 3.542], [1.560, 3.627, 5.055]], "atomic_forces_ev_per_a": [[0.458, -0.110, -0.021], [1.483, -2.323, -1.416], [-0.352, -0.084, 0.007], [0.697, 0.606, 0.900], [0.246, 0.494, 0.314], [-1.170, -0.124, -0.707], [0.144, 0.041, -0.043], [-0.070, 0.010, -0.262], [-0.160, -0.180, -0.240], [-0.857, -1.015, -0.561], [0.028, -0.030, -0.057], [-1.416, 1.558, -1.680], [-0.182, -0.340, 0.093], [0.379, -0.561, -0.031], [0.443, 0.120, 1.095], [-0.172, -0.670, -2.631], [-0.129, -0.225, 1.031], [0.649, 1.076, -0.236], [-1.974, 0.554, -1.218], [-0.339, -0.947, 3.253], [0.450, 0.510, 0.366], [-0.152, -0.513, -0.309], [-0.073, 0.191, -0.143], [0.548, 1.404, -0.008], [0.025, 0.149, -0.272], [-0.034, 0.016, 0.994], [0.246, -1.799, 0.023], [-0.067, -0.146, -0.628], [-0.075, 0.129, -0.266], [-0.142, -0.252, -0.167], [0.055, 0.054, 0.132], [0.774, -0.823, 0.538], [-0.133, -0.044, -0.184], [-0.006, 0.391, 0.973], [0.072, 0.542, 0.541], [0.571, -2.027, -2.649], [1.070, 4.833, 1.784], [-0.208, -1.953, -0.620], [-0.682, 1.082, 1.564], [-0.272, 0.102, -0.267], [0.487, -0.014, 0.242], [-0.059, 0.284, 0.221], [0.108, -0.300, -0.214], [-0.367, 0.014, 0.239], [0.163, 0.492, 0.323], [-0.248, 0.128, 0.180], [0.299, 0.164, 0.523], [-0.192, 0.018, -0.473], [-0.198, -0.333, 0.128], [0.195, 0.053, 0.192], [-0.204, 0.103, -0.181], [-0.010, -0.329, 0.020], [0.352, 0.026, -0.191]], "e_homo_ha": [-0.532, -0.565], "total_charge": 2, "spin_multiplicity": 5, "s_squared": 6.02, "e_lumo_ev": [-5.969, -10.293], "e_above_lowest_ev": 0.5978, "mol_weight_g_mol": 551.1}



{"formula": "C16H26BrCl2N3O2Si2", "method": "the ωB97M-V functional and the def2-TZVPD basis", "symbols": ["H", "N", "C", "C", "Si", "C", "C", "C", "Br", "O", "Si", "N", "C", "C", "C", "O", "C", "Cl", "C", "C", "Cl", "C", "C", "C", "C", "N", "C", "H", "H", "H", "H", "H", "H", "H", "H", "H", "H", "H", "H", "H", "H", "H", "H", "H", "H", "H", "H", "H", "H", "H", "H", "H"], "coordinates": [[-0.695, 4.968, 0.913], [-1.045, 4.039, 0.683], [-0.269, 3.136, 1.125], [-0.557, 1.686, 0.907], [0.221, 0.964, -0.649], [2.109, 0.871, -0.635], [2.900, 1.710, 0.362], [4.388, 1.703, 0.072], [2.625, 1.042, 2.183], [-0.456, -0.511, -0.982], [-0.614, -1.881, -0.057], [-1.397, -3.115, -0.988], [1.050, -2.534, 0.478], [1.106, -4.054, 0.711], [0.248, -4.542, 1.860], [0.515, -5.931, 2.025], [-1.710, -1.449, 1.416], [-1.015, -1.558, 3.016], [-2.967, -1.005, 1.348], [-3.843, -0.610, 2.498], [-3.695, -0.814, -0.226], [-0.276, 2.053, -2.076], [-1.357, 1.739, -2.897], [-1.714, 2.595, -3.924], [-0.974, 3.750, -4.103], [0.067, 4.072, -3.342], [0.394, 3.239, -2.361], [0.645, 3.374, 1.686], [-1.633, 1.576, 0.734], [-0.287, 1.106, 1.790], [2.408, 1.220, -1.633], [2.463, -0.161, -0.562], [2.543, 2.741, 0.365], [4.744, 0.677, -0.034], [4.581, 2.252, -0.852], [4.950, 2.159, 0.886], [-2.074, -2.721, -1.633], [-0.723, -3.610, -1.565], [1.418, -2.011, 1.366], [1.729, -2.309, -0.352], [2.137, -4.349, 0.920], [0.809, -4.594, -0.192], [0.488, -3.988, 2.774], [-0.815, -4.384, 1.635], [0.163, -6.214, 2.872], [-3.398, 0.239, 3.024], [-3.916, -1.429, 3.216], [-4.834, -0.326, 2.155], [-1.912, 0.823, -2.722], [-2.545, 2.381, -4.582], [-1.231, 4.446, -4.896], [1.253, 3.541, -1.763]], "atomic_forces_ev_per_a": [[0.014, -0.031, 0.001], [0.137, -0.160, 0.071], [-0.111, 0.127, -0.047], [-0.148, 0.024, 0.075], [-0.134, 0.138, -0.252], [0.124, 0.054, 0.015], [-0.001, 0.122, -0.342], [0.068, -0.125, 0.163], [-0.042, -0.048, 0.113], [0.381, 0.025, 0.639], [-0.175, -0.263, -0.266], [0.334, 0.441, -0.302], [-0.143, -0.239, -0.051], [0.110, 0.005, 0.044], [-0.005, -0.036, -0.038], [0.028, 0.013, 0.020], [-0.357, 0.229, -0.211], [0.028, 0.053, 0.081], [0.165, -0.055, 0.193], [0.105, 0.058, -0.016], [0.041, -0.018, -0.039], [-0.058, -0.091, -0.072], [-0.043, -0.103, 0.099], [-0.087, -0.072, -0.044], [0.044, 0.027, 0.023], [0.138, 0.218, -0.033], [-0.018, 0.029, -0.047], [-0.027, -0.045, -0.025], [-0.002, 0.019, -0.030], [0.047, -0.037, -0.005], [0.012, -0.078, 0.010], [-0.123, -0.018, -0.006], [-0.065, -0.053, 0.208], [0.004, 0.027, -0.075], [0.019, -0.058, -0.005], [-0.004, 0.117, -0.075], [-0.209, -0.159, 0.137], [-0.077, -0.181, 0.092], [0.040, 0.104, -0.101], [0.038, 0.120, 0.099], [-0.021, -0.008, -0.001], [0.005, -0.002, 0.026], [0.030, -0.024, -0.033], [0.021, 0.044, 0.032], [-0.053, -0.030, -0.011], [-0.003, -0.007, -0.008], [-0.039, 0.002, -0.027], [0.005, -0.060, 0.019], [-0.007, 0.020, -0.031], [-0.011, -0.037, 0.037], [0.052, 0.005, 0.034], [-0.028, 0.020, -0.036]], "e_homo_ha": -0.344, "total_charge": 0, "e_lumo_ev": 0.508, "mol_weight_g_mol": 499.4}



{"formula": "C16H26Cl20N2O3", "method": "the ωB97M-V functional and the def2-TZVPD basis", "symbols": ["N", "O", "C", "O", "O", "C", "C", "C", "N", "C", "C", "H", "H", "H", "H", "H", "H", "Cl", "C", "Cl", "H", "H", "Cl", "C", "Cl", "H", "H", "Cl", "C", "Cl", "H", "H", "Cl", "C", "Cl", "H", "H", "Cl", "C", "Cl", "H", "H", "Cl", "C", "Cl", "H", "H", "Cl", "C", "Cl", "H", "H", "Cl", "C", "Cl", "H", "H", "Cl", "C", "Cl", "H", "H", "Cl", "C", "Cl", "H", "H"], "coordinates": [[0.986, 3.451, -0.518], [-0.134, 3.129, 0.309], [0.239, 1.913, 0.876], [1.070, 1.913, 1.741], [-0.350, 0.768, 0.381], [0.698, -0.158, 0.156], [1.388, -0.172, -1.051], [2.432, -1.098, -1.172], [2.838, -1.960, -0.260], [2.120, -1.924, 0.866], [1.054, -1.079, 1.148], [0.716, 3.134, -1.443], [1.131, 4.455, -0.492], [1.152, 0.487, -1.890], [2.990, -1.072, -2.103], [2.414, -2.622, 1.661], [0.505, -1.087, 2.115], [-4.751, 0.044, -0.088], [-3.472, 0.134, 1.131], [-4.054, -0.375, 2.719], [-2.656, -0.515, 0.831], [-3.123, 1.160, 1.197], [6.688, 0.811, 2.004], [5.063, 1.003, 1.325], [4.056, -0.423, 1.608], [4.590, 1.862, 1.789], [5.148, 1.159, 0.254], [-3.161, -3.648, 2.632], [-1.612, -3.772, 3.464], [-0.391, -2.730, 2.703], [-1.741, -3.464, 4.496], [-1.271, -4.802, 3.424], [2.753, -3.694, -5.326], [1.274, -2.986, -4.660], [1.498, -2.509, -2.961], [1.012, -2.106, -5.241], [0.476, -3.717, -4.720], [5.028, -1.173, -3.055], [6.252, -1.262, -4.327], [6.988, 0.317, -4.628], [7.025, -1.957, -4.019], [5.781, -1.609, -5.241], [-0.589, 5.241, 3.873], [0.698, 5.269, 2.663], [1.225, 6.925, 2.316], [1.544, 4.702, 3.036], [0.327, 4.822, 1.748], [1.343, 2.438, -3.714], [2.448, 1.299, -4.508], [2.055, 1.101, -6.217], [3.462, 1.676, -4.420], [2.368, 0.333, -4.016], [-5.563, -0.782, 5.331], [-7.201, -0.531, 4.718], [-8.278, -1.855, 5.184], [-7.587, 0.394, 5.125], [-7.161, -0.475, 3.635], [-6.834, 2.854, 5.653], [-5.140, 3.308, 5.877], [-4.224, 3.146, 4.375], [-5.096, 4.341, 6.203], [-4.700, 2.662, 6.629], [-1.000, -4.830, -6.569], [-2.477, -4.121, -5.902], [-2.256, -3.648, -4.213], [-2.738, -3.242, -6.482], [-3.275, -4.853, -5.961]], "atomic_forces_ev_per_a": [[0.530, -0.418, -0.372], [-0.873, -1.195, -0.234], [1.248, 0.679, 1.392], [-0.816, -0.402, -0.495], [0.868, 1.314, -0.392], [0.351, -1.069, -0.020], [-0.227, 0.106, 0.673], [0.724, 1.322, -0.011], [-1.144, -0.031, 0.025], [-0.682, -1.072, 0.718], [-0.323, 0.965, -0.465], [0.027, 0.440, -0.030], [-0.413, -0.034, 0.068], [-0.020, -0.181, 0.456], [-0.051, 0.186, 0.687], [-0.010, 0.148, -0.388], [1.166, 0.733, -1.238], [0.028, 0.025, -0.058], [0.161, -0.059, 0.044], [0.085, 0.290, -0.251], [-0.091, -0.050, -0.003], [-0.109, -0.004, -0.001], [0.027, 0.089, -0.038], [-0.009, 0.058, 0.131], [1.141, 1.222, 0.562], [0.018, -0.078, 0.065], [0.043, -0.129, 0.031], [0.030, -0.194, 0.011], [0.012, -0.142, 0.187], [-1.040, -1.283, 0.705], [-0.017, 0.094, -0.074], [0.020, 0.056, -0.106], [-0.031, 0.024, -0.074], [-0.199, -0.166, 0.092], [-0.880, -1.065, -1.650], [0.114, 0.023, 0.054], [0.187, 0.002, 0.063], [0.304, -0.063, -0.148], [0.030, -0.103, -0.110], [0.018, -0.011, -0.053], [-0.010, 0.092, 0.090], [-0.059, 0.087, 0.044], [-0.016, -0.096, -0.030], [0.055, -0.079, -0.020], [0.068, -0.001, -0.069], [-0.032, 0.069, 0.057], [-0.086, 0.074, 0.138], [0.019, 0.035, -0.203], [0.167, -0.157, 0.040], [0.022, -0.060, 0.039], [-0.067, 0.074, -0.024], [-0.086, 0.037, -0.027], [-0.100, 0.030, 0.335], [-0.066, -0.004, -0.156], [-0.046, 0.016, -0.038], [0.038, -0.083, 0.101], [0.078, -0.101, 0.033], [-0.057, 0.141, 0.105], [0.156, 0.009, 0.045], [0.055, 0.030, 0.064], [-0.080, -0.006, -0.103], [-0.057, -0.091, -0.102], [-0.088, -0.066, -0.167], [-0.123, 0.015, -0.036], [-0.094, 0.043, 0.009], [0.114, 0.016, 0.048], [0.097, -0.051, 0.072]], "e_homo_ha": -0.349, "total_charge": 0, "e_lumo_ev": 0.259, "mol_weight_g_mol": 1003.5}



{"formula": "C16H26Cl2NO3STa", "method": "the ωB97M-V functional and the def2-TZVPD basis", "symbols": ["Ta", "C", "O", "C", "C", "O", "C", "C", "O", "C", "H", "H", "H", "H", "H", "H", "H", "H", "H", "H", "H", "H", "H", "H", "Cl", "C", "C", "C", "C", "C", "Cl", "C", "S", "H", "H", "H", "C", "C", "C", "C", "N", "H", "H", "H", "H", "H", "H", "H", "H", "H"], "coordinates": [[0.289, 0.316, 0.145], [2.245, 0.397, 2.652], [0.846, 0.406, 2.142], [0.017, -0.561, 3.053], [-1.439, -0.366, 2.653], [-1.419, -0.326, 1.213], [-2.292, -1.386, 0.641], [-2.492, -1.027, -0.736], [-1.261, -0.183, -1.194], [-1.309, 0.081, -2.593], [2.503, -0.675, 2.771], [2.845, 0.905, 1.844], [2.264, 1.011, 3.522], [0.433, -1.545, 2.889], [0.340, -0.246, 4.039], [-2.086, -1.137, 2.975], [-1.812, 0.629, 3.006], [-1.803, -2.349, 0.811], [-3.115, -1.430, 1.331], [-2.495, -1.782, -1.488], [-3.305, -0.295, -0.839], [-0.789, -0.648, -3.167], [-2.336, 0.144, -3.016], [-0.782, 1.083, -2.747], [2.245, -3.439, 1.050], [1.241, -3.565, -0.355], [0.720, -4.845, -0.616], [0.452, -5.265, -1.954], [0.529, -4.273, -2.942], [1.113, -3.028, -2.632], [1.382, -1.954, -3.947], [1.344, -2.603, -1.342], [2.068, -0.919, -0.815], [0.663, -5.506, 0.250], [0.144, -6.238, -2.219], [0.245, -4.496, -3.969], [0.481, 3.961, -1.533], [0.401, 3.441, -0.062], [1.439, 4.297, 0.797], [-0.866, 3.824, 0.694], [0.599, 2.039, -0.090], [-0.037, 4.928, -1.576], [0.021, 3.310, -2.259], [1.482, 4.019, -1.946], [1.065, 5.339, 0.887], [2.443, 4.227, 0.317], [1.405, 3.925, 1.771], [-1.050, 4.897, 0.582], [-0.811, 3.577, 1.766], [-1.763, 3.333, 0.238]], "atomic_forces_ev_per_a": [[0.910, 1.104, -1.257], [0.269, -0.017, -2.272], [-1.051, -1.753, 1.974], [1.157, 1.318, -0.695], [1.456, 2.273, 0.688], [-1.170, -1.015, 0.132], [1.725, -0.968, 2.480], [0.440, 3.103, -2.449], [-1.538, -1.326, 1.135], [0.070, 2.582, -1.607], [0.235, 0.852, 0.101], [-0.481, -0.747, 0.919], [0.036, 0.131, 0.840], [-0.128, -0.434, -0.351], [-0.671, 0.047, 0.315], [-0.443, -0.812, 0.567], [0.222, -0.869, -0.280], [0.418, 0.059, -0.340], [-1.099, 0.279, -0.551], [-0.484, -0.914, -0.075], [0.073, -0.446, -0.232], [0.582, -0.831, -0.097], [0.486, 0.107, 0.835], [-0.806, -1.328, 0.181], [-0.513, 0.275, 0.755], [0.053, -1.589, -0.128], [0.382, -0.374, -0.690], [-0.189, 2.931, 1.294], [0.998, -0.513, 0.615], [-1.417, 0.309, -1.002], [0.093, 0.324, -0.260], [0.859, 1.341, 1.264], [-0.402, -0.874, -1.308], [0.115, -0.139, -0.493], [-0.391, -0.961, 0.042], [0.300, 0.122, 0.184], [-0.693, 0.189, 0.436], [1.013, 2.742, 0.005], [0.350, -0.422, -2.510], [-1.829, -0.691, -1.039], [0.083, -1.842, 0.409], [0.404, -0.138, -0.162], [-0.775, -0.407, 0.031], [0.428, 0.360, 0.554], [0.455, -0.618, -0.539], [-0.608, 0.311, 0.701], [0.453, -0.752, 1.675], [0.101, -0.179, 0.161], [0.050, 0.024, -0.407], [0.471, 0.179, 0.450]], "e_homo_ha": -0.537, "total_charge": 2, "e_lumo_ev": -6.841, "mol_weight_g_mol": 564.3}